1.
A molecular structure, C17H33Br3FNOPS. Source: the OMol25 dataset; level of theory: ωB97M-V/def2-TZVPD.

```
58
Properties=species:S:1:pos:R:3
C 5.447 -2.104 -0.312
O 5.442 -0.777 -0.785
C 4.151 -0.252 -1.020
C 4.028 1.123 -0.385
C 2.584 1.650 -0.371
C 2.197 2.240 0.985
C 0.879 3.020 0.991
C -0.263 2.375 0.201
C -0.618 0.959 0.684
C -1.686 0.960 1.786
C -3.135 1.247 1.359
C -3.636 0.419 0.171
P -3.228 1.395 -1.470
C -2.686 0.097 -2.671
C -4.880 1.853 -2.133
N -3.094 -0.958 0.171
C -3.900 -1.842 -0.306
S -3.412 -3.490 -0.568
C -5.218 -1.204 -0.636
C -5.124 0.050 0.233
F -5.420 -0.401 1.520
H 5.031 -2.177 0.699
H 6.481 -2.442 -0.283
H 4.883 -2.775 -0.971
H 3.387 -0.918 -0.599
H 3.990 -0.196 -2.104
H 4.411 1.040 0.636
H 4.688 1.820 -0.903
H 1.909 0.823 -0.618
H 2.456 2.410 -1.147
H 3.002 2.896 1.324
H 2.161 1.429 1.722
H 0.560 3.203 2.022
H 1.059 4.010 0.563
H -1.148 3.012 0.263
H 0.003 2.349 -0.858
H 0.278 0.489 1.093
H -0.897 0.338 -0.178
H -1.398 1.744 2.490
H -1.666 0.034 2.369
H -3.784 1.029 2.209
H -3.262 2.304 1.125
H -2.588 -0.902 -2.240
H -1.700 0.378 -3.038
H -3.365 0.030 -3.520
H -5.383 2.511 -1.423
H -5.554 1.047 -2.424
H -4.665 2.458 -3.015
H -2.160 -1.190 0.489
H -4.504 -3.982 0.042
H -5.286 -1.023 -1.710
H -6.042 -1.842 -0.317
H -5.808 0.867 0.033
C 7.315 -5.135 2.236
Br 7.209 -3.665 3.468
Br 5.688 -5.311 1.220
Br 8.842 -4.984 1.083
H 7.430 -6.039 2.816
```

For the energy relative to the best compared isomer or geometry (same formula, charge and spin), the calculation gives 0.0 kcal per mole. The value obtained for the LUMO energy is -4.3 eV. The gap between HOMO and LUMO is 0.2546 Eh. The charge is +1.



2.
A molecular structure, C17H33N7Sm. Source: the OMol25 dataset; level of theory: ωB97M-V/def2-TZVPD.

```
58
Properties=species:S:1:pos:R:3
Sm 0.122 -0.082 -0.376
C 2.230 2.064 1.120
C 2.769 0.664 1.425
N 1.736 -0.352 1.664
C 1.072 -0.354 3.004
C -0.223 0.476 2.977
C -0.752 0.948 4.177
C -1.897 1.808 4.159
C -2.500 2.088 2.927
C -2.010 1.365 1.807
C -2.714 1.612 0.484
N -1.791 1.746 -0.654
C -0.991 3.017 -0.785
C 0.208 3.141 0.208
N 1.299 2.101 -0.022
N -0.952 0.554 1.836
H 3.111 2.696 0.854
H 1.757 2.490 2.051
H 3.425 0.740 2.323
H 3.434 0.350 0.571
H 2.171 -1.310 1.594
H 1.725 0.049 3.751
H 0.837 -1.404 3.298
H -0.314 0.528 5.087
H -2.381 2.130 5.146
H -3.309 2.824 2.800
H -3.255 2.543 0.612
H -3.430 0.793 0.270
H -2.385 1.739 -1.520
H -1.591 3.923 -0.686
H -0.570 3.027 -1.798
H -0.106 3.161 1.218
H 0.635 4.119 -0.027
H 1.886 2.444 -0.779
C -1.540 -2.608 -1.847
C -1.582 -1.389 -2.819
N -0.413 -0.527 -2.823
C 0.701 -0.972 -3.704
C 1.730 -1.923 -3.077
N 1.691 -1.918 -1.550
C 1.410 -3.195 -0.881
C 0.090 -3.279 -0.062
N -0.949 -2.329 -0.517
H -1.009 -3.377 -2.399
H -2.625 -2.868 -1.722
H -2.507 -0.825 -2.628
H -1.850 -1.769 -3.825
H -0.782 0.356 -3.230
H 1.264 -0.091 -4.099
H 0.273 -1.433 -4.589
H 2.757 -1.644 -3.387
H 1.597 -2.976 -3.376
H 2.637 -1.602 -1.279
H 2.234 -3.476 -0.183
H 1.422 -4.008 -1.672
H 0.220 -3.153 1.006
H -0.299 -4.270 -0.215
H -1.718 -2.363 0.161
```

The value obtained for the LUMO energy (alpha / beta) is -10.1 / -8.9 eV. The gap between HOMO and LUMO (alpha / beta) is 0.3042 / 0.3502 Eh. Its spin multiplicity is 6. The charge is +3.



3.
7 unconnected molecules or ions with the total composition C17H33O9P. Source: the OMol25 dataset; level of theory: ωB97M-V/def2-TZVPD.

```
60
Properties=species:S:1:pos:R:3
C -0.246 -0.927 0.516
P 0.333 -1.590 -1.159
O -0.800 -1.252 -2.373
C 1.960 -0.647 -1.448
C 3.155 -1.505 -1.473
C 4.519 -0.865 -1.668
C 4.555 0.596 -1.818
C 3.346 1.438 -1.791
C 1.998 0.817 -1.599
C 0.774 1.760 -1.543
O -0.384 1.422 -1.467
C 1.046 3.303 -1.546
C 2.278 3.850 -1.704
C 3.539 2.970 -1.944
O 4.585 3.489 -2.265
H -1.337 -1.083 0.695
H 0.410 -1.461 1.262
H 0.068 0.153 0.578
H -0.477 -1.593 -3.226
H 3.059 -2.614 -1.343
H 5.417 -1.521 -1.658
H 5.574 1.043 -1.932
H 0.194 4.019 -1.411
H 2.419 4.959 -1.667
C 2.907 -1.309 -5.286
O 2.249 -2.273 -4.473
H 3.275 -1.804 -6.183
H 2.206 -0.520 -5.571
H 3.750 -0.877 -4.740
H 1.933 -1.812 -3.688
C -4.361 -0.430 -0.292
O -4.235 -1.122 0.943
H -3.438 -0.554 -0.859
H -5.195 -0.844 -0.865
H -4.529 0.634 -0.103
H -5.062 -0.997 1.426
C 5.752 -0.855 2.370
O 5.000 -1.944 1.853
H 6.239 -1.173 3.290
H 6.512 -0.550 1.645
H 5.088 -0.013 2.586
H 4.581 -1.644 1.035
C 1.164 -5.184 0.798
O 0.175 -4.222 0.459
H 1.795 -4.774 1.586
H 0.687 -6.099 1.159
H 1.781 -5.408 -0.077
H -0.369 -4.604 -0.238
C -5.568 1.121 4.038
O -6.249 0.493 2.953
H -4.689 1.633 3.651
H -6.225 1.846 4.514
H -5.256 0.366 4.765
H -7.021 0.049 3.321
C -6.373 4.807 3.326
O -6.241 4.117 4.564
H -5.453 4.681 2.758
H -7.208 4.393 2.756
H -6.540 5.871 3.510
H -7.065 4.242 5.049
```

The value obtained for the LUMO energy is -1.4 eV. As for the SMILES: CP(O)c1cccc2c1C(=O)C=CC2=O.CO.CO.CO.CO.CO.CO. The gap between HOMO and LUMO is 0.2300 Eh.



4.
3 unconnected molecules or ions with the total composition C17H34BClN5O4. Source: the OMol25 dataset; level of theory: ωB97M-V/def2-TZVPD.

```
62
Properties=species:S:1:pos:R:3
C 2.976 0.144 3.052
C 3.312 -0.831 1.922
C 3.879 -0.135 0.663
C 3.205 -0.536 -0.660
C 2.551 0.620 -1.422
B 1.343 1.408 -0.627
O 0.756 0.535 0.424
Cl 2.024 2.992 0.249
C 0.157 1.899 -1.659
C -1.143 2.281 -0.928
C -1.965 3.391 -1.634
N -3.326 3.005 -2.052
C -4.203 2.675 -0.926
C -5.019 1.436 -1.209
C -5.832 1.412 -2.347
C -6.584 0.291 -2.676
C -6.534 -0.828 -1.851
C -5.737 -0.823 -0.717
C -4.985 0.305 -0.394
O -4.161 0.283 0.714
H 3.035 -0.324 4.033
H 1.969 0.527 2.896
H 3.665 0.989 3.059
H 2.391 -1.347 1.653
H 3.998 -1.596 2.294
H 3.783 0.937 0.819
H 4.947 -0.364 0.624
H 2.457 -1.309 -0.479
H 3.968 -1.008 -1.299
H 2.111 0.183 -2.326
H 3.329 1.309 -1.771
H 0.292 -0.178 -0.022
H -0.032 1.058 -2.338
H 0.480 2.738 -2.283
H -1.764 1.390 -0.832
H -0.876 2.634 0.068
H -1.442 3.649 -2.554
H -2.016 4.287 -1.017
H -3.219 2.169 -2.614
H -4.923 3.485 -0.763
H -3.649 2.545 0.002
H -5.844 2.296 -2.971
H -7.193 0.294 -3.568
H -7.113 -1.705 -2.105
H -5.661 -1.686 -0.069
H -4.706 0.276 1.505
C 4.522 -1.959 6.198
O 4.704 -1.654 5.040
N 3.332 -2.483 6.638
N 5.483 -1.800 7.169
H 3.152 -2.733 7.590
H 2.608 -2.595 5.953
H 6.359 -1.411 6.879
H 5.345 -2.039 8.131
C 0.616 -2.644 -3.581
O 0.375 -1.782 -2.767
N -0.322 -3.106 -4.476
N 1.854 -3.227 -3.675
H -0.136 -3.814 -5.158
H -1.233 -2.691 -4.431
H 2.555 -2.896 -3.037
H 2.086 -3.938 -4.340
```

The value obtained for the LUMO energy is 2.4 eV. The gap between HOMO and LUMO is 0.2358 Eh. The charge is -1.